Record 1
The following is a DFT calculation (wB97M-V/def2-TZVPD) of a 2-piece molecular cluster, C13H24Cl3NO3P overall.

```
45
C13H24Cl3NO3P (wB97M-V/def2-TZVPD)
C 2.3569 -2.8258 1.2054
P 1.5106 -1.6005 2.2422
O 2.8262 -1.1708 3.1671
C 1.2797 -0.0679 1.1112
C 2.4417 0.9341 1.2331
C 3.7596 0.5018 0.6441
O 4.2172 -0.5716 0.5570
Cl 4.6935 1.9069 0.0226
C 1.0993 -0.4046 -0.3856
C -0.3400 -0.6103 -0.8579
C -1.0032 -1.8388 -0.2285
C -0.3290 -0.7802 -2.3784
N -1.1364 0.6114 -0.5612
O -2.3449 0.5538 -0.9606
C -0.8666 1.4234 0.6728
C -0.2192 2.7602 0.2482
C -2.1982 1.7158 1.3603
C -0.0044 0.6140 1.6595
H 1.6446 -3.2134 0.4759
H 2.6201 -3.6543 1.8670
H 3.2572 -2.4727 0.7042
H 2.5344 -0.6422 3.9193
H 2.1728 1.8503 0.7130
H 2.6164 1.2183 2.2757
H 1.5089 0.4301 -0.9698
H 1.6772 -1.2810 -0.6809
H -0.4102 -2.7243 -0.4644
H -1.9960 -1.9754 -0.6578
H -1.1107 -1.7634 0.8548
H -1.3277 -1.0232 -2.7404
H -0.0187 0.1485 -2.8618
H 0.3561 -1.5810 -2.6614
H -0.9790 3.5367 0.1512
H 0.5229 3.1019 0.9692
H 0.2733 2.6692 -0.7221
H -2.8222 2.3693 0.7548
H -1.9828 2.2277 2.3028
H -2.7409 0.7974 1.5837
H -0.6471 -0.1441 2.1102
H 0.2706 1.2959 2.4721
C -4.3161 0.0320 -3.5330
Cl -3.6946 0.5586 -5.1046
Cl -4.5744 -1.7188 -3.4714
H -3.5902 0.2898 -2.7717
H -5.2659 0.5229 -3.3600
```

Orbital gap (spin up / spin down) in eV: 8.775 / 9.094
Expectation value of S²: 0.75
E in eV: -68358.1762
Molecular weight in Da: 379.7
Highest occupied orbital energy (spin up / spin down) in eV: -8.45 / -8.84
Multiplicity: 2

How is the electron density shared among the atoms? According to Löwdin, the charges in e are: atom 1 (C): -0.26, atom 2 (P): 0.95, atom 3 (O): -0.31, atom 4 (C): -0.49, atom 5 (C): -0.19, atom 6 (C): -0.78, atom 7 (O): 0.07, atom 8 (Cl): 0.64, atom 9 (C): -0.11, atom 10 (C): -0.48, atom 11 (C): -0.01, atom 12 (C): -0.02, atom 13 (N): -0.12, atom 14 (O): -0.04, atom 15 (C): -0.45, atom 16 (C): -0.01, atom 17 (C): -0.04, atom 18 (C): -0.15, atom 19 (H): 0.03, atom 20 (H): 0.04, atom 21 (H): 0.03, atom 22 (H): 0.05, atom 23 (H): 0.08, atom 24 (H): 0.13, atom 25 (H): 0.13, atom 26 (H): 0.11, atom 27 (H): 0.09, atom 28 (H): 0.09, atom 29 (H): 0.07, atom 30 (H): 0.07, atom 31 (H): 0.10, atom 32 (H): 0.09, atom 33 (H): 0.08, atom 34 (H): 0.08, atom 35 (H): 0.09, atom 36 (H): 0.08, atom 37 (H): 0.10, atom 38 (H): 0.09, atom 39 (H): 0.08, atom 40 (H): 0.13, atom 41 (C): -1.02, atom 42 (Cl): 0.49, atom 43 (Cl): 0.49, atom 44 (H): -0.02, atom 45 (H): 0.02

***

Record 2
The following is a DFT calculation (wB97M-V/def2-TZVPD) of a 9-piece molecular cluster, C32H67NO24 overall in a non-equilibrium geometry.

```
124
C32H67NO24 (wB97M-V/def2-TZVPD)
C 1.7905 -5.5732 0.7837
O 0.4357 -5.1679 0.3869
C -0.5090 -6.0269 0.1251
O -0.4300 -7.2457 -0.0471
O -1.5296 -5.3096 0.0050
C -2.8791 -5.8835 -0.2035
H 2.4169 -5.8106 -0.0762
H 1.7562 -6.4381 1.4462
H 2.3107 -4.7432 1.2617
H -3.5291 -5.0392 -0.4330
H -3.2688 -6.4979 0.6080
H -2.9512 -6.3989 -1.1612
C 6.2455 -3.5918 4.9375
O 6.0557 -2.2815 5.4601
C 6.8513 -1.2999 5.1658
O 7.7154 -1.2409 4.2957
O 6.4853 -0.2614 5.9026
C 6.8501 1.0460 5.5892
H 5.8291 -3.7025 3.9362
H 5.8796 -4.3682 5.6094
H 7.3095 -3.8277 4.9229
H 7.9262 1.1979 5.5057
H 6.4010 1.7368 6.3028
H 6.4362 1.3092 4.6158
C -6.7434 3.3661 -3.4049
O -6.7136 1.9984 -3.9191
C -6.5159 0.9659 -3.0622
O -6.3750 1.1142 -1.8280
O -6.4561 -0.1799 -3.7610
C -6.0973 -1.4073 -3.1017
H -7.6789 3.9007 -3.5695
H -6.1003 3.9094 -4.0972
H -6.4230 3.5382 -2.3773
H -6.3895 -1.3605 -2.0527
H -5.0129 -1.4778 -3.0178
H -6.4839 -2.3087 -3.5773
C 1.0144 -1.7750 5.0862
O -0.2852 -1.7496 4.5464
C -1.0614 -0.7314 4.8983
O -0.8711 0.1408 5.7255
O -2.0818 -0.7755 4.0532
C -3.1357 0.2397 3.9095
H 1.4349 -2.6588 4.6064
H 1.0261 -1.9259 6.1656
H 1.5603 -0.9013 4.7301
H -4.1478 -0.1644 3.9308
H -3.0260 0.7537 2.9546
H -3.1787 0.9753 4.7128
C -5.1986 0.3377 -7.3343
O -5.2896 1.7638 -7.2782
C -4.2809 2.4144 -6.6188
O -3.3523 1.8702 -6.0228
O -4.4933 3.7474 -6.7603
C -3.7983 4.7188 -6.0123
H -6.2323 -0.0060 -7.2940
H -4.7984 -0.0512 -6.3980
H -4.6348 -0.1636 -8.1210
H -4.4888 5.3240 -5.4249
H -3.3984 5.5508 -6.5919
H -3.0398 4.2712 -5.3702
C 6.0373 -1.9740 -0.3076
O 4.6224 -1.6160 -0.5043
C 3.9983 -2.0440 -1.5801
O 4.4530 -2.6560 -2.5266
O 2.6805 -1.6685 -1.4572
C 1.6974 -1.7900 -2.4424
H 6.2405 -1.9267 0.7622
H 6.7121 -1.2501 -0.7645
H 6.2262 -2.9777 -0.6885
H 0.9121 -1.0507 -2.2848
H 1.1859 -2.7369 -2.2697
H 2.0411 -1.8141 -3.4765
C -2.0407 0.6385 -3.0774
O -1.6940 -0.5178 -2.3375
C -2.5387 -0.6860 -1.1297
C -1.8757 -1.5771 -0.0842
O -0.7128 -0.7776 0.2657
C 0.2580 -1.5607 0.9742
C 1.3396 -0.6440 1.5169
O 2.2537 -1.4625 2.2791
C 3.3414 -0.7333 2.7404
H -2.9789 0.3087 -3.5234
H -1.3380 0.7783 -3.8989
H -2.3174 1.5744 -2.5920
H -3.4536 -1.2144 -1.3977
H -2.7044 0.2918 -0.6775
H -1.6123 -2.5326 -0.5377
H -2.5469 -1.6683 0.7698
H 0.7849 -2.3577 0.4496
H -0.2502 -2.0621 1.7979
H 0.8931 0.0758 2.2030
H 1.8051 -0.1606 0.6580
H 4.0596 -1.4645 3.1113
H 3.0781 0.1136 3.3740
H 3.7621 -0.3390 1.8154
C 4.3628 2.3049 0.1638
O 3.2540 3.1374 0.2315
C 3.0288 3.6984 1.5473
C 1.7810 4.6329 1.5284
O 0.6377 3.8710 1.1303
C -0.2415 3.4973 2.1928
C -1.5715 2.9640 1.5576
O -2.4612 3.9046 0.9491
C -2.0321 4.2093 -0.3894
H 4.4959 2.0950 -0.8974
H 4.2090 1.3034 0.5657
H 5.2947 2.7787 0.4725
H 3.8208 4.3466 1.9224
H 2.9502 2.8619 2.2416
H 1.8838 5.3790 0.7405
H 1.5092 5.0671 2.4906
H -0.5071 4.3639 2.7983
H 0.1428 2.7331 2.8683
H -2.1325 2.5105 2.3747
H -1.3531 2.0641 0.9826
H -2.7402 4.9411 -0.7783
H -1.8805 3.3901 -1.0923
H -1.0697 4.7180 -0.3352
C 0.7834 1.9500 -1.4328
C 1.1379 1.5702 -2.8266
N 1.4103 1.2481 -3.9172
H 1.5027 2.7280 -1.1767
H 0.8466 1.0253 -0.8591
H -0.2321 2.3437 -1.4755
```

Orbital gap in eV: 9.832
E in eV: -84893.4703
Molecular weight in Da: 849.9
Structure (SMILES): COC(=O)OC.COC(=O)OC.COC(=O)OC.COC(=O)OC.COC(=O)OC.COC(=O)OC.COCCOCCOC.COCCOCCOC.CC#N
Highest occupied orbital energy in eV: -9.49
Multiplicity: 1

Löwdin population analysis, charges in e, atoms 1 to 99: atom 1 (C): 0.01, atom 2 (O): 0.00, atom 3 (C): -0.70, atom 4 (O): 0.10, atom 5 (O): 0.02, atom 6 (C): 0.02, atom 7 (H): 0.09, atom 8 (H): 0.09, atom 9 (H): 0.08, atom 10 (H): 0.08, atom 11 (H): 0.10, atom 12 (H): 0.09, atom 13 (C): -0.03, atom 14 (O): 0.02, atom 15 (C): -0.62, atom 16 (O): 0.10, atom 17 (O): 0.00, atom 18 (C): -0.06, atom 19 (H): 0.09, atom 20 (H): 0.10, atom 21 (H): 0.10, atom 22 (H): 0.10, atom 23 (H): 0.10, atom 24 (H): 0.09, atom 25 (C): -0.01, atom 26 (O): -0.01, atom 27 (C): -0.53, atom 28 (O): 0.07, atom 29 (O): -0.01, atom 30 (C): -0.03, atom 31 (H): 0.09, atom 32 (H): 0.07, atom 33 (H): 0.09, atom 34 (H): 0.09, atom 35 (H): 0.07, atom 36 (H): 0.10, atom 37 (C): -0.04, atom 38 (O): -0.01, atom 39 (C): -0.61, atom 40 (O): 0.12, atom 41 (O): 0.00, atom 42 (C): 0.00, atom 43 (H): 0.10, atom 44 (H): 0.10, atom 45 (H): 0.08, atom 46 (H): 0.09, atom 47 (H): 0.07, atom 48 (H): 0.09, atom 49 (C): -0.05, atom 50 (O): -0.01, atom 51 (C): -0.52, atom 52 (O): 0.10, atom 53 (O): -0.01, atom 54 (C): -0.06, atom 55 (H): 0.10, atom 56 (H): 0.08, atom 57 (H): 0.10, atom 58 (H): 0.08, atom 59 (H): 0.09, atom 60 (H): 0.10, atom 61 (C): 0.01, atom 62 (O): -0.01, atom 63 (C): -0.57, atom 64 (O): 0.12, atom 65 (O): -0.04, atom 66 (C): -0.06, atom 67 (H): 0.08, atom 68 (H): 0.10, atom 69 (H): 0.09, atom 70 (H): 0.06, atom 71 (H): 0.09, atom 72 (H): 0.10, atom 73 (C): -0.12, atom 74 (O): -0.19, atom 75 (C): -0.15, atom 76 (C): -0.15, atom 77 (O): -0.15, atom 78 (C): -0.18, atom 79 (C): -0.16, atom 80 (O): -0.20, atom 81 (C): -0.12, atom 82 (H): 0.07, atom 83 (H): 0.08, atom 84 (H): 0.07, atom 85 (H): 0.10, atom 86 (H): 0.12, atom 87 (H): 0.12, atom 88 (H): 0.13, atom 89 (H): 0.12, atom 90 (H): 0.12, atom 91 (H): 0.12, atom 92 (H): 0.11, atom 93 (H): 0.09, atom 94 (H): 0.09, atom 95 (H): 0.06, atom 96 (C): -0.12, atom 97 (O): -0.20, atom 98 (C): -0.16, atom 99 (C): -0.14